{
  "formula": "C6H12NS2",
  "method": "ωB97M-V/def2-TZVPD",
  "charge": 1,
  "lumo_energy_ha": [-0.182, -0.194],
  "e_homo_ev": [-12.69, -12.17],
  "relative_energy_ev": 2.884,
  "total_energy_ha": -1086.5407,
  "multiplicity": 1,
  "elements": ["C", "C", "C", "C", "C", "C", "N", "S", "S", "H", "H", "H", "H", "H", "H", "H", "H", "H", "H", "H", "H"],
  "coordinates": [[-2.291, -0.347, -0.799], [-1.260, -1.415, -0.754], [2.640, -0.051, -0.288], [1.602, 0.497, -1.415], [-1.402, -0.422, 0.413], [-0.291, 0.539, 0.629], [-0.416, 1.088, 2.047], [1.913, -1.491, 0.491], [0.424, 1.569, -0.483], [-1.977, 0.434, -1.464], [-3.318, -0.636, -0.741], [-1.648, -2.357, -0.462], [-0.303, -1.337, -1.212], [3.403, -0.447, -0.974], [3.024, 0.667, 0.397], [2.022, 1.302, -2.078], [1.145, -0.395, -1.767], [-1.875, -0.625, 1.407], [-0.131, 2.082, 2.058], [0.152, 0.555, 2.752], [-1.412, 0.791, 2.245]]
}